Record 1
The following is a quantum chemistry calculation of an isolated ion of composition C6H8N and charge +1 in a non-equilibrium geometry, from the OMol25 dataset.

Summary:
Spin multiplicity = 3
LUMO energy (spin up / spin down) = -5.37 / -7.22 eV
Charge = +1
Gap between HOMO and LUMO (spin up / spin down) = 8.59 / 7.90 eV

Atoms and positions in Å:
C: -1.925 0.273 0.389
C: -2.143 0.886 -0.722
C: -0.617 -0.047 0.791
C: -0.814 0.882 -1.368
C: -0.054 -0.937 1.899
C: 1.397 0.016 -0.704
N: 0.066 0.323 -0.276
H: -0.621 0.159 -2.245
H: -0.598 1.836 -1.737
H: -0.223 -1.908 1.669
H: -0.613 -0.705 2.786
H: 1.006 -0.534 2.025
H: 1.954 0.880 -0.593
H: 1.188 -0.354 -1.735
H: 1.998 -0.770 -0.179

=====

Record 2
The following is a quantum chemistry calculation of an isolated ion of composition C6H8N and charge +1 in a non-equilibrium geometry, from the OMol25 dataset.

Summary:
Spin multiplicity = 3
LUMO energy (spin up / spin down) = -4.01 / -7.64 eV
Charge = +1
Gap between HOMO and LUMO (spin up / spin down) = 6.94 / 7.42 eV

Atoms and positions in Å:
C: -0.698 1.550 0.003
C: 0.630 1.482 0.382
C: 1.168 -0.894 -0.494
C: 0.131 -1.592 0.250
C: -1.462 0.208 -0.325
C: 1.511 0.350 -0.043
N: -1.058 -1.184 0.398
H: -1.164 2.578 0.081
H: 1.076 2.415 0.734
H: 2.026 -1.525 -0.796
H: 0.569 -2.542 0.589
H: -2.530 0.075 -0.363
H: -0.940 0.023 -1.326
H: 2.534 0.691 -0.114
H: -1.794 -1.636 1.024

=====

Record 3
The following is a quantum chemistry calculation of C6H8N2 as an isolated structure in a non-equilibrium geometry, from the OMol25 dataset.

Summary:
Spin multiplicity = 1
LUMO energy = -0.44 eV
Gap between HOMO and LUMO = 7.60 eV

Atoms and positions in Å:
C: -0.240 -1.544 1.022
C: 1.780 -0.375 -0.654
C: 0.701 0.778 -0.704
C: -0.743 0.897 -0.558
C: -1.385 2.048 -0.049
C: -1.851 3.209 0.105
H: 0.077 -0.456 1.705
H: -0.418 -2.474 1.667
H: -1.371 -1.225 0.228
H: 0.883 -3.406 -0.013
H: 2.563 0.036 -1.212
H: 1.077 1.759 -0.263
H: -1.619 0.305 -0.723
H: -1.939 4.465 -0.170
N: 0.712 -2.328 0.101
N: 1.773 -1.690 -0.482

=====

Record 4
The following is a quantum chemistry calculation of a single C6H8N2 molecule in a non-equilibrium geometry, from the OMol25 dataset.

Summary:
SMILES = C=C1CC=NN2C[C@@H]12
Spin multiplicity = 1
LUMO energy = 1.02 eV
Gap between HOMO and LUMO = 9.75 eV

Atoms and positions in Å:
C: 2.185 -0.530 -0.212
C: 0.968 -0.024 -0.037
C: 0.483 1.455 -0.128
C: -1.062 1.590 0.006
N: -1.988 0.732 -0.243
N: -1.311 -0.415 -0.541
C: -1.328 -1.758 -0.047
C: -0.299 -0.776 0.318
H: 3.160 0.006 -0.214
H: 2.326 -1.653 -0.188
H: 0.798 1.770 -1.152
H: 0.943 2.148 0.654
H: -1.304 2.587 0.508
H: -1.070 -2.535 -0.801
H: -1.970 -2.219 0.734
H: -0.533 -0.380 1.342

=====

Record 5
The following is a quantum chemistry calculation of C6H8N2 as an isolated structure in a non-equilibrium geometry, from the OMol25 dataset.

Summary:
Spin multiplicity = 1
LUMO energy = 0.66 eV
Gap between HOMO and LUMO = 9.26 eV

Atoms and positions in Å:
C: -1.314 -1.224 1.185
C: -1.209 0.146 0.295
C: -2.163 0.986 0.408
C: 0.171 0.189 -0.450
C: 1.254 -0.762 -0.350
C: 1.916 1.152 -1.360
H: -0.415 -1.887 0.360
H: -2.477 -1.438 1.209
H: -0.911 -1.102 2.304
H: -3.025 0.871 1.116
H: -2.187 1.845 -0.591
H: 1.399 -1.787 0.169
H: 3.389 -0.370 -0.762
H: 2.591 2.019 -1.526
N: 2.367 -0.099 -1.095
N: 0.612 1.461 -0.913

=====

Record 6
The following is a quantum chemistry calculation of a single C6H8N2O molecule in a non-equilibrium geometry, from the OMol25 dataset.

Summary:
SMILES = CC(=O)Nc1ccc[nH]1
Spin multiplicity = 1
LUMO energy = 0.66 eV
Gap between HOMO and LUMO = 9.21 eV

Atoms and positions in Å:
C: 0.038 -0.808 1.995
C: -1.152 -1.077 1.007
O: -1.947 -2.001 1.259
N: -1.177 -0.464 -0.232
C: -0.124 0.346 -0.573
C: 0.060 1.759 -0.434
C: 1.413 1.950 -0.904
C: 1.914 0.810 -1.393
N: 1.017 -0.127 -1.227
H: -0.404 -1.252 3.080
H: 1.104 -1.321 1.652
H: 0.160 0.190 1.942
H: -2.192 -0.357 -0.410
H: -0.691 2.494 -0.211
H: 1.879 3.040 -0.899
H: 2.906 0.743 -1.756
H: 1.046 -1.271 -1.436

=====

Record 7
The following is a quantum chemistry calculation of a single C6H8N2O molecule in a non-equilibrium geometry, from the OMol25 dataset.

Summary:
SMILES = NC(=O)[C@H]1[C@H]2[C@H]3CN1[C@H]32
Spin multiplicity = 1
LUMO energy = 0.90 eV
Gap between HOMO and LUMO = 10.21 eV

Atoms and positions in Å:
N: 2.591 -0.544 0.497
C: 1.622 0.205 -0.040
O: 2.082 1.142 -0.730
C: 0.302 0.315 0.686
C: -0.818 1.181 0.151
C: -1.578 0.307 -0.850
C: -0.849 -1.019 -0.876
N: -0.605 -0.882 0.607
C: -1.767 0.121 0.622
H: 2.357 -1.501 0.733
H: 3.470 0.046 0.070
H: 0.501 0.532 1.746
H: -0.940 2.262 0.195
H: -2.274 0.737 -1.569
H: -1.528 -1.864 -1.045
H: 0.051 -1.147 -1.496
H: -2.618 0.109 1.299

=====

Record 8
The following is a quantum chemistry calculation of a single C6H8N2O molecule in a non-equilibrium geometry, from the OMol25 dataset.

Summary:
SMILES = COC1=CC=C/C1=N/N
Spin multiplicity = 1
LUMO energy = 0.07 eV
Gap between HOMO and LUMO = 8.03 eV

Atoms and positions in Å:
C: -2.115 -1.152 -0.052
O: -1.285 -0.026 0.182
C: 0.053 -0.192 0.004
C: 0.739 -1.380 -0.038
C: 2.183 -1.072 0.007
C: 2.343 0.306 0.087
C: 0.898 0.975 0.055
N: 0.589 2.211 0.026
N: -0.667 2.611 -0.157
H: -2.393 -1.848 0.945
H: -1.512 -1.812 -0.858
H: -3.138 -0.828 -0.495
H: 0.171 -2.382 0.070
H: 2.973 -1.841 -0.233
H: 3.262 0.940 -0.067
H: -1.297 1.974 0.425
H: -0.805 3.516 0.099

=====

Record 9
The following is a quantum chemistry calculation of a single C6H8N2O molecule in a non-equilibrium geometry, from the OMol25 dataset.

Summary:
SMILES = CC(=O)Nc1ccc[nH]1
Spin multiplicity = 1
LUMO energy = 0.58 eV
Gap between HOMO and LUMO = 8.66 eV

Atoms and positions in Å:
C: 0.949 -0.457 -2.860
C: 0.878 -0.641 -1.445
O: 1.533 -1.599 -0.879
N: 0.000 0.104 -0.846
C: -0.302 0.097 0.578
C: 0.387 -0.319 1.688
C: -0.313 0.042 2.794
C: -1.446 0.671 2.442
N: -1.474 0.732 1.048
H: 1.612 0.606 -3.105
H: -0.013 -0.444 -3.453
H: 1.483 -1.133 -3.336
H: -0.368 0.922 -1.266
H: 1.578 -0.784 1.590
H: -0.023 -0.047 3.756
H: -2.508 1.178 2.940
H: -1.973 1.072 0.353

=====

Record 10
The following is a quantum chemistry calculation of a 2-piece molecular cluster, C6H8N2O2 overall in a non-equilibrium geometry, from the OMol25 dataset.

Summary:
SMILES = O=c1cc[nH]c(=O)[nH]1.C=C
Spin multiplicity = 1
LUMO energy = 0.19 eV
Gap between HOMO and LUMO = 9.91 eV

Atoms and positions in Å:
O: -0.017 0.687 4.416
C: -0.140 0.411 3.172
C: -0.475 1.503 2.163
C: -0.863 1.015 0.996
N: -0.774 -0.276 0.667
C: -0.386 -1.301 1.406
O: -0.271 -2.473 1.190
N: -0.132 -0.851 2.703
H: -0.968 2.435 2.851
H: -1.290 1.590 0.242
H: -1.290 -0.704 -0.229
H: 0.352 -1.567 3.324
C: 0.891 0.043 -4.354
C: 1.311 -0.327 -3.246
H: -0.278 0.362 -4.447
H: 1.480 0.386 -5.227
H: 0.488 -0.513 -2.497
H: 2.362 -0.418 -3.127

=====

Record 11
The following is a quantum chemistry calculation of a single C6H8N2O2 molecule in a non-equilibrium geometry, from the OMol25 dataset.

Summary:
Spin multiplicity = 1
LUMO energy = 0.39 eV
Gap between HOMO and LUMO = 6.55 eV

Atoms and positions in Å:
C: -1.357 1.555 2.479
C: -0.065 1.839 2.629
C: 0.003 -0.405 -2.103
C: 1.064 -1.415 -1.739
C: 1.400 -1.587 -0.455
C: -0.160 -0.032 0.481
H: -1.812 0.657 2.888
H: -2.046 2.325 2.105
H: 0.619 1.161 3.117
H: 0.302 2.807 2.167
H: -1.191 0.869 -0.973
H: 1.654 -1.731 -2.561
H: 2.146 -2.420 -0.288
H: 1.227 -1.188 1.522
N: -0.617 -0.024 -0.791
N: 0.916 -0.976 0.634
O: -0.315 0.036 -3.185
O: -0.723 0.563 1.356

=====

Record 12
The following is a quantum chemistry calculation of a single C6H8N2O2 molecule in a non-equilibrium geometry, from the OMol25 dataset.

Summary:
SMILES = [H]/N=C(\O)CO/C(C#C)=N/C
Spin multiplicity = 1
LUMO energy = 0.56 eV
Gap between HOMO and LUMO = 10.61 eV

Atoms and positions in Å:
H: -1.157 -1.001 2.524
N: -1.029 -1.377 1.439
C: -0.248 -0.492 1.023
O: -0.065 0.455 2.211
C: -0.019 0.085 -0.340
O: 1.314 -0.171 -0.706
C: 1.806 0.532 -1.745
C: 3.253 0.579 -1.694
C: 4.462 0.591 -1.670
N: 1.062 1.023 -2.641
C: 1.612 1.643 -3.822
H: 0.073 1.346 1.861
H: -0.219 1.168 -0.324
H: -0.715 -0.374 -1.060
H: 5.531 0.590 -1.550
H: 1.732 2.720 -3.637
H: 2.584 1.232 -4.138
H: 0.899 1.529 -4.651

=====

Record 13
The following is a quantum chemistry calculation of a single C6H8N2O2S molecule in a non-equilibrium geometry, from the OMol25 dataset.

Summary:
Spin multiplicity = 1
LUMO energy = 0.40 eV
Gap between HOMO and LUMO = 9.15 eV

Atoms and positions in Å:
C: 2.291 -0.082 0.531
C: -0.265 -0.397 0.104
C: 2.346 -0.058 -0.783
C: 0.250 -0.996 -1.165
C: 0.941 -0.530 1.137
C: -0.867 1.114 -0.134
N: 1.462 -0.822 -1.533
N: -2.259 1.104 -0.326
O: -1.705 1.287 2.350
O: 0.614 0.336 2.224
S: -0.401 1.635 1.822
H: 2.922 0.540 1.201
H: -1.223 -0.837 0.551
H: 3.157 0.476 -1.351
H: -0.407 -1.540 -1.893
H: -0.107 1.688 -0.678
H: -2.767 1.076 0.551
H: -2.524 1.904 -0.917
H: 1.026 -1.531 1.448

=====

Record 14
The following is a quantum chemistry calculation of C6H8N2O2S as an isolated structure in a non-equilibrium geometry, from the OMol25 dataset.

Summary:
Spin multiplicity = 1
LUMO energy = 0.50 eV
Gap between HOMO and LUMO = 8.80 eV

Atoms and positions in Å:
C: 2.887 0.296 0.907
C: 2.642 0.111 -0.619
C: 0.495 -0.982 -0.406
C: -1.036 -0.814 -0.194
C: -1.934 -1.799 -0.031
C: -2.713 0.487 -0.157
H: 4.000 0.184 1.151
H: 2.175 -0.362 1.599
H: 2.521 1.412 1.327
H: 2.867 1.104 -1.135
H: 3.023 -0.698 -1.288
H: -2.007 -2.781 0.509
H: -2.516 2.517 -0.688
H: -4.241 2.171 0.425
N: -3.373 1.733 -0.120
N: -1.406 0.509 -0.401
O: 1.219 0.150 -0.620
O: 0.915 -2.075 -0.300
S: -3.519 -1.161 0.041

=====

So what do the calculations give for M? Going down the list: 94.1, 94.1, 108.1, 108.1, 108.1, 124.1, 124.1, 124.1, 124.1, 140.1, 140.1, 140.1, 172.2, 172.2 g/mol.
So what do the calculations give for relative energy (zero: lowest compared OMol25 entry of this formula, charge and spin)? Going down the list: 209.7, 53.9, 906.4, 445.0, 457.0, 194.2, 363.0, 382.3, 267.6, 278.0, 617.2, 458.9, 359.9, 391.9 kJ/mol.
So what do the calculations give for E? Going down the list: -287.6674, -287.7267, -342.5887, -342.7644, -342.7599, -418.1093, -418.0450, -418.0377, -418.0814, -493.3410, -493.2118, -493.2721, -891.5034, -891.4912 Eh.